The following is a quantum chemistry calculation of a cluster of 6 separate species, C49H101N5O7 in total, from OMol25.

Geometry as ORCA input:
```
! RIJCOSX wB97M-V def2-TZVPD def2/J DEFGRID3
* xyz 0 1
C 21.93 23.92 27.42
C 22.70 23.28 26.28
C 21.84 22.11 25.71
C 22.76 24.36 25.19
C 23.83 25.38 25.59
C 25.18 24.69 25.74
C 25.21 23.64 26.86
C 26.49 22.86 26.68
C 25.19 24.36 28.26
N 24.05 22.80 26.60
O 23.91 21.80 27.61
H 21.00 24.38 27.08
H 21.49 23.11 28.01
H 22.48 24.69 27.95
H 21.78 21.26 26.39
H 20.82 22.45 25.56
H 22.29 21.76 24.78
H 22.95 23.87 24.23
H 21.83 24.90 24.98
H 24.00 26.13 24.80
H 23.55 26.05 26.40
H 25.81 25.55 26.00
H 25.56 24.29 24.80
H 26.51 22.43 25.67
H 26.70 22.07 27.40
H 27.39 23.49 26.63
H 24.76 23.76 29.05
H 24.59 25.27 28.24
H 26.24 24.62 28.42
H 23.96 20.98 27.11
C 22.77 16.30 30.75
C 21.91 16.44 29.45
C 20.49 16.92 29.84
C 22.69 17.48 28.65
C 22.32 17.74 27.21
C 22.32 16.34 26.55
C 21.64 15.14 27.27
C 20.14 15.10 26.99
C 22.29 13.92 26.60
N 21.98 15.22 28.68
O 21.64 14.04 29.37
H 23.83 16.04 30.73
H 22.69 17.19 31.37
H 22.33 15.49 31.34
H 20.56 17.86 30.39
H 20.02 17.13 28.87
H 19.91 16.11 30.27
H 22.46 18.42 29.19
H 23.78 17.43 28.71
H 21.45 18.35 27.00
H 23.15 18.27 26.73
H 23.36 16.05 26.35
H 21.92 16.45 25.54
H 19.88 14.86 25.95
H 19.59 16.02 27.21
H 19.61 14.39 27.63
H 23.35 13.92 26.89
H 22.23 13.62 25.56
H 22.10 12.97 27.11
H 22.39 13.83 29.94
C 29.14 17.46 29.25
C 27.69 17.82 28.88
C 27.53 17.63 27.35
C 26.72 16.99 29.70
C 26.73 17.40 31.14
C 26.40 18.90 31.27
C 27.28 19.92 30.52
C 26.42 21.14 30.23
C 28.59 20.21 31.25
N 27.45 19.27 29.14
O 28.36 20.08 28.38
H 29.34 16.42 29.54
H 29.76 17.65 28.38
H 29.47 17.94 30.17
H 27.75 16.59 27.08
H 26.58 17.76 26.83
H 28.28 18.27 26.87
H 25.72 17.05 29.24
H 26.96 15.93 29.77
H 26.01 16.90 31.80
H 27.73 17.28 31.56
H 26.63 19.11 32.33
H 25.33 19.11 31.23
H 26.24 21.67 31.17
H 25.55 20.81 29.67
H 26.83 21.78 29.44
H 29.12 20.95 30.63
H 29.38 19.47 31.25
H 28.29 20.55 32.24
H 27.78 20.32 27.65
C 18.64 16.43 34.84
C 19.85 17.35 34.85
C 20.51 17.49 33.44
C 19.36 18.77 35.19
C 20.49 19.75 35.54
C 21.27 19.15 36.68
C 21.82 17.73 36.52
C 23.16 17.78 35.73
C 22.01 17.22 37.94
N 20.85 16.87 35.82
O 21.25 15.54 35.64
H 17.86 16.64 35.57
H 18.19 16.66 33.87
H 18.91 15.38 34.84
H 20.72 16.57 32.90
H 19.82 18.09 32.82
H 21.43 18.08 33.42
H 18.77 19.18 34.37
H 18.68 18.83 36.04
H 21.16 19.91 34.69
H 20.03 20.69 35.85
H 20.67 19.15 37.60
H 22.10 19.81 36.94
H 23.13 18.12 34.70
H 23.49 16.74 35.66
H 23.88 18.40 36.26
H 22.24 16.14 37.92
H 21.22 17.31 38.68
H 22.91 17.62 38.42
H 20.89 15.10 36.42
C 20.53 10.74 25.85
C 19.29 10.03 26.33
C 18.11 10.10 25.34
C 19.62 8.49 26.37
C 18.71 7.67 27.33
C 18.57 8.41 28.67
C 18.16 9.89 28.63
C 16.65 9.97 28.36
C 18.43 10.45 30.04
N 18.94 10.59 27.65
O 18.78 11.98 27.73
H 20.93 10.30 24.94
H 20.23 11.78 25.71
H 21.26 10.54 26.63
H 17.59 11.05 25.52
H 18.50 9.95 24.33
H 17.33 9.36 25.47
H 19.41 7.97 25.44
H 20.59 8.30 26.84
H 17.73 7.65 26.85
H 19.02 6.63 27.44
H 19.52 8.48 29.21
H 17.90 7.79 29.28
H 16.33 9.81 27.33
H 16.24 10.97 28.55
H 15.94 9.36 28.93
H 18.02 11.44 30.22
H 19.50 10.38 30.27
H 18.02 9.72 30.75
H 19.53 12.27 28.26
O 23.10 10.90 34.70
C 23.24 10.92 33.53
C 23.95 12.02 32.74
C 24.39 11.31 31.42
C 23.19 10.32 31.37
O 22.93 9.86 32.68
H 23.32 12.82 32.34
H 24.70 12.48 33.37
H 24.53 12.00 30.60
H 25.28 10.73 31.67
H 22.34 10.93 31.06
H 23.41 9.58 30.61
*
```

Properties
HOMO: -7.88 eV
structure (SMILES): CC1(C)CCCC(C)(C)N1O.CC1(C)CCCC(C)(C)N1O.CC1(C)CCCC(C)(C)N1O.CC1(C)CCCC(C)(C)N1O.CC1(C)CCCC(C)(C)N1O.O=C1CCCO1